Entry from the Open Molecules 2025 dataset: C36H14Cl3CrF4N6O6 as an isolated structure in a non-equilibrium geometry (ωB97M-V/def2-TZVPD).

Calculated values
Maximum force, eV/Å: 3.6
Highest occupied orbital energy (spin up / spin down), eV: -8.6 / -8.7

Geometry as ORCA input:
```
! RIJCOSX wB97M-V def2-TZVPD def2/J DEFGRID3
* xyz 0 4
Cr -2.15 -1.36 0.17
Cl -3.39 5.57 2.50
C -2.98 3.86 2.12
C -2.57 3.05 3.15
C -2.34 1.74 2.97
Cl -1.76 0.86 4.36
C -2.55 1.11 1.76
O -2.25 -0.14 1.56
C -3.01 1.90 0.70
C -3.32 1.28 -0.55
O -3.11 0.09 -0.90
C -3.19 3.32 0.85
H -2.39 3.51 4.12
H -3.81 1.92 -1.33
H -3.62 3.94 0.06
O -1.61 -2.91 6.01
C -0.33 -2.50 6.00
O 0.44 -2.52 6.90
C 0.09 -2.00 4.64
C 1.09 -1.03 4.49
Cl 1.83 -0.08 5.69
N 1.20 -0.72 3.18
N 0.28 -1.32 2.46
C -0.43 -2.03 3.28
C -1.56 -2.90 2.75
O -2.18 -3.53 3.58
O -1.74 -2.79 1.48
C 2.11 0.12 2.50
C 1.55 1.07 1.62
C 2.39 1.79 0.72
C 3.77 1.59 0.77
C 4.28 0.57 1.58
C 3.46 -0.16 2.43
H -1.93 -3.07 5.14
H 0.48 1.13 1.53
H 1.97 2.51 0.06
H 4.44 2.20 0.15
H 5.40 0.49 1.65
H 3.84 -0.89 3.07
F -2.38 0.63 -5.08
C -1.15 0.28 -4.68
C -0.15 1.23 -4.76
F -0.36 2.42 -5.24
C 1.22 0.81 -4.38
C 1.34 -0.58 -3.70
C 0.17 -1.48 -3.88
F 0.41 -2.68 -3.24
C -1.06 -1.09 -4.14
C -2.27 -1.80 -3.76
C -2.50 -2.34 -2.51
N -2.52 -2.77 -1.41
C -3.29 -2.20 -4.71
N -4.20 -2.66 -5.25
F 2.56 -1.05 -4.12
C 2.24 1.67 -4.41
C 2.03 3.09 -4.64
N 1.87 4.23 -4.76
C 3.54 1.39 -3.93
N 4.56 1.19 -3.42
C 2.35 -1.14 -1.41
C 1.39 -0.30 -2.18
C 0.02 -0.24 -1.52
C -0.38 -1.18 -0.63
C 0.62 -2.08 -0.13
C 1.99 -1.85 -0.30
H 3.39 -1.10 -1.72
H 1.75 0.72 -2.10
H -0.64 0.56 -1.88
H 0.33 -2.91 0.48
H 2.74 -2.42 0.19
*
```

Results of the Mulliken charge analysis, in e, for atoms 1 through 5: 0.516 -0.217 0.104 -0.595 0.817

Entry from the Open Molecules 2025 dataset: C24H36N4PPdSb as an isolated structure in a non-equilibrium geometry (ωB97M-V/def2-TZVPD).

Calculated values
Maximum force, eV/Å: 1.2
Highest occupied orbital energy (spin up / spin down), eV: -14.0 / -14.0

Geometry as ORCA input:
```
! RIJCOSX wB97M-V def2-TZVPD def2/J DEFGRID3
* xyz 2 1
Pd 0.42 0.00 0.04
N -0.24 2.76 1.03
P 0.25 1.34 1.82
C -0.94 1.01 3.11
C -1.60 -0.20 3.23
C -2.54 -0.39 4.23
C -2.82 0.63 5.11
C -2.15 1.85 5.02
C -1.21 2.03 4.03
C 1.76 1.85 2.60
C 2.13 1.26 3.82
C 3.31 1.64 4.43
C 4.12 2.60 3.83
C 3.77 3.17 2.62
C 2.60 2.79 1.99
C -0.94 2.79 -0.19
C -1.61 3.93 -0.62
C -2.28 3.86 -1.83
C -2.28 2.67 -2.56
C -1.58 1.61 -2.04
N -0.91 1.66 -0.88
H -0.23 3.62 1.56
H -1.36 -1.01 2.55
H -3.05 -1.34 4.32
H -3.56 0.49 5.89
H -2.36 2.64 5.72
H -0.67 2.98 3.97
H 1.49 0.52 4.29
H 3.59 1.20 5.38
H 5.04 2.90 4.32
H 4.41 3.91 2.16
H 2.33 3.23 1.05
H -1.62 4.83 -0.03
H -2.82 4.73 -2.19
H -2.80 2.58 -3.50
H -1.55 0.65 -2.57
C -1.07 -3.56 1.74
Sb -1.20 -2.11 0.23
C -3.22 -1.55 0.31
C -1.13 -3.34 -1.47
H -1.88 -4.28 1.61
H -1.15 -3.11 2.73
H -0.12 -4.08 1.66
H -3.81 -2.30 -0.20
H -3.37 -0.58 -0.16
H -3.53 -1.49 1.36
H -1.93 -4.08 -1.37
H -0.18 -3.85 -1.53
H -1.30 -2.77 -2.38
C 3.30 0.97 -3.57
C 3.29 0.98 -2.05
C 3.56 2.37 -1.50
C 4.29 -0.02 -1.48
N 1.92 0.62 -1.54
N 1.33 -0.64 -1.76
H 4.29 1.24 -3.94
H 2.59 1.70 -3.97
H 3.07 -0.01 -3.98
H 4.53 2.72 -1.86
H 3.58 2.36 -0.41
H 2.81 3.08 -1.84
H 5.30 0.34 -1.64
H 4.23 -1.00 -1.97
H 4.15 -0.16 -0.40
H 1.27 1.30 -1.93
H 2.03 -1.35 -1.53
H 1.00 -0.78 -2.71
*
```

Results of the Mulliken charge analysis, in e, for atoms 1 through 5: -0.290 -0.121 2.595 -0.294 0.803

Entry from the Open Molecules 2025 dataset: C4H9NO as an isolated structure (ωB97M-V/def2-TZVPD).

Calculated values
Maximum force, eV/Å: 0.3
Highest occupied orbital energy (spin up / spin down), eV: -6.7 / -6.8

Geometry as ORCA input:
```
! RIJCOSX wB97M-V def2-TZVPD def2/J DEFGRID3
* xyz 0 1
C -0.98 -0.24 -0.93
C -1.39 -0.75 1.28
O -0.69 0.33 1.78
C 0.35 0.65 1.07
N 0.61 -0.08 0.01
C 1.73 0.35 -0.80
H -1.77 0.49 -0.80
H -0.38 0.06 -1.80
H -1.37 -1.24 -1.10
H -2.31 -0.86 1.85
H -0.77 -1.63 1.16
H 0.85 1.58 1.36
H 1.81 1.45 -0.92
H 1.64 -0.09 -1.80
H 2.66 -0.01 -0.36
*
```

Results of the Mulliken charge analysis, in e, for atoms 1 through 5: -0.874 -0.707 -0.274 0.098 -0.234